a.
Below is the molecule C5H9NOS, with properties calculated with wB97M-V/def2-TZVPD.

## Properties
Lowest unoccupied orbital energy   0.82 eV

Bonds (Å) are listed after each position.
Geometry (Å):
1 C -2.69065 -0.62937 -0.05772  C2 1.576, H6 1.139, H7 1.210, H8 1.211
2 C -1.24597 -0.27957 0.46720  C1 1.576, C3 1.477, H9 1.057, S17 1.785
3 C -0.43452 -1.22730 -0.32276  C2 1.477, H10 1.131, H11 1.080, O16 1.380
4 C 1.43585 -0.02132 -0.00394  C5 1.470, N15 1.314, O16 1.275
5 C 2.89314 -0.20567 0.04896  C4 1.470, H12 1.193, H13 1.133, H14 1.174
6 H -2.87418 -1.74489 0.08346  C1 1.139
7 H -2.87899 -0.02001 -1.08637  C1 1.210
8 H -3.39698 -0.08908 0.76436  C1 1.211
9 H -1.06985 -0.38082 1.50474  C2 1.057
10 H -0.80236 -2.27595 -0.11433  C3 1.131
11 H -0.53279 -0.98873 -1.37101  C3 1.080
12 H 3.50571 0.80445 0.21474  C5 1.193
13 H 3.35559 -0.89881 -0.71812  C5 1.133
14 H 3.12841 -0.97952 0.89938  C5 1.174
15 N 0.96118 1.19910 -0.11346  C4 1.314, S17 1.721
16 O 0.88857 -1.17063 0.06683  C3 1.380, C4 1.275
17 S -0.75115 1.35776 -0.04423  C2 1.785, N15 1.721

Atomic partial charges in e from the natural (NBO) method, atoms 1 to 5: -0.64 -0.43 -0.08 0.52 -0.68

---

b.
Below is the molecule C5H9NOS, with properties calculated with wB97M-V/def2-TZVPD.

## Properties
Lowest unoccupied orbital energy   0.42 eV

Bonds (Å) are listed after each position.
Geometry (Å):
1 C -1.58813 -0.00838 -0.34313  C2 1.546, C5 1.539, H8 1.093, N15 1.445
2 C -0.53781 -1.00864 0.19120  C1 1.546, C3 1.493, C5 1.541, H9 1.134
3 C 0.07269 -0.77468 1.53381  C2 1.493, H10 1.119, H11 1.146, S17 1.895
4 C 0.96065 0.85371 -0.58642  C5 1.546, H12 1.181, H13 1.095, S17 1.928
5 C -0.19654 -0.08660 -0.99504  C1 1.539, C2 1.541, C4 1.546, O16 1.387
6 H -2.57176 1.20807 1.12317  N15 1.062
7 H -2.13211 1.95579 -0.37230  N15 1.026
8 H -2.36443 -0.60654 -0.82663  C1 1.093
9 H -0.68854 -2.05983 -0.20752  C2 1.134
10 H -0.51739 -0.10010 2.20449  C3 1.119
11 H 0.55499 -1.72190 1.96303  C3 1.146
12 H 1.72729 0.88762 -1.48369  C4 1.181
13 H 0.58403 1.87781 -0.49613  C4 1.095
14 H -0.78252 -0.33140 -2.87868  O16 1.210
15 N -1.87851 1.24218 0.31967  C1 1.445, H6 1.062, H7 1.026
16 O 0.07803 -0.78625 -2.16052  C5 1.387, H14 1.210
17 S 1.65316 0.16455 1.07614  C3 1.895, C4 1.928

Atomic partial charges in e from the natural (NBO) method, atoms 1 to 5: -0.08 -0.27 -0.51 -0.52 0.20

---

Stability summary: most stable a, least stable b.

---

a.
Below is the molecule C23H32N4O4S, with properties calculated with wB97M-V/def2-TZVPD.

## Properties
Lowest unoccupied orbital energy   0.52 eV

Bonds (Å) are listed after each position.
Geometry (Å):
1 C 5.63457 4.03735 -4.50187  C2 1.523, H62 1.088, H63 1.086, H64 1.087
2 C 4.86001 5.30761 -4.82862  C1 1.523, C3 1.529, H60 1.093, H61 1.093
3 C 3.35363 5.07702 -4.95383  C2 1.529, C4 1.528, H58 1.091, H59 1.092
4 C 2.66984 4.73060 -3.63245  C3 1.528, O5 1.414, H56 1.099, H57 1.100
5 O 2.90033 3.36676 -3.34122  C4 1.414, C6 1.355
6 C 2.38446 2.83603 -2.20619  O5 1.355, C7 1.392, C11 1.398
7 C 1.60925 3.52644 -1.27917  C6 1.392, C8 1.384, H55 1.078
8 C 1.13452 2.87534 -0.15358  C7 1.384, C9 1.387, H54 1.080
9 C 1.41172 1.53318 0.05969  C8 1.387, C10 1.392, N14 1.419
10 C 2.19998 0.84362 -0.85752  C9 1.392, C11 1.377, H13 1.078
11 C 2.67801 1.48878 -1.97570  C6 1.398, C10 1.377, H12 1.078
12 H 3.28821 0.96852 -2.69640  C11 1.078
13 H 2.43849 -0.19332 -0.68497  C10 1.078
14 N 0.94348 0.87822 1.22824  C9 1.419, C15 1.348, C34 1.457
15 C -0.35637 0.64897 1.50104  N14 1.348, O16 1.225, C17 1.520
16 O -0.70316 0.05707 2.51559  C15 1.225
17 C -1.37447 1.14888 0.48895  C15 1.520, C18 1.526, H32 1.090, H33 1.091
18 C -2.60698 0.25069 0.54648  C17 1.526, C19 1.501, H30 1.090, H31 1.092
19 C -2.23950 -1.14676 0.14028  C18 1.501, O20 1.209, N21 1.383
20 O -1.15710 -1.48425 -0.27932  C19 1.209
21 N -3.22469 -2.10805 0.27101  C19 1.383, C22 1.363, H29 1.014
22 C -4.51433 -1.98092 0.69481  N21 1.363, N23 1.285, S26 1.768
23 N -5.12580 -0.89433 1.00669  C22 1.285, C24 1.356
24 C -6.40657 -1.12995 1.38440  N23 1.356, C25 1.354, H28 1.074
25 C -6.79994 -2.42536 1.36164  C24 1.354, S26 1.726, H27 1.070
26 S -5.50351 -3.43866 0.84189  C22 1.768, C25 1.726
27 H -7.75102 -2.84713 1.61176  C25 1.070
28 H -7.01751 -0.29387 1.67031  C24 1.074
29 H -2.93127 -3.04418 0.01359  N21 1.014
30 H -3.40263 0.61619 -0.10345  C18 1.090
31 H -3.00123 0.21849 1.56380  C18 1.092
32 H -0.93902 1.13466 -0.50984  C17 1.090
33 H -1.65667 2.17238 0.74015  C17 1.091
34 C 1.96145 0.37340 2.14093  N14 1.457, H35 1.091, H36 1.094, C37 1.541
35 H 2.86382 0.97463 2.02084  C34 1.091
36 H 1.57940 0.46813 3.16157  C34 1.094
37 C 2.30866 -1.10237 1.86419  C34 1.541, O38 1.216, N39 1.338
38 O 3.38599 -1.42780 1.40402  C37 1.216
39 N 1.31106 -1.92965 2.19515  C37 1.338, H40 1.014, C41 1.462
40 H 0.44969 -1.50490 2.51990  N39 1.014
41 C 1.27463 -3.36501 1.91892  N39 1.462, C42 1.528, C46 1.530, C50 1.531
42 C -0.08291 -3.87168 2.40275  C41 1.528, H43 1.088, H44 1.087, H45 1.088
43 H -0.19857 -3.69441 3.46987  C42 1.088
44 H -0.17552 -4.93839 2.21603  C42 1.087
45 H -0.88037 -3.35318 1.87530  C42 1.088
46 C 2.40866 -4.05660 2.67917  C41 1.530, H47 1.086, H48 1.087, H49 1.088
47 H 3.36316 -3.64759 2.36101  C46 1.086
48 H 2.39716 -5.12487 2.47998  C46 1.087
49 H 2.29933 -3.89627 3.74958  C46 1.088
50 C 1.41833 -3.59369 0.41179  C41 1.531, H51 1.087, H52 1.086, H53 1.088
51 H 1.31881 -4.65055 0.17825  C50 1.087
52 H 2.39505 -3.25181 0.08133  C50 1.086
53 H 0.65204 -3.03398 -0.11976  C50 1.088
54 H 0.54680 3.42167 0.56899  C8 1.080
55 H 1.37397 4.56999 -1.41577  C7 1.078
56 H 3.06458 5.36392 -2.82576  C4 1.099
57 H 1.58834 4.90941 -3.72006  C4 1.100
58 H 3.16457 4.26464 -5.65700  C3 1.091
59 H 2.88685 5.98365 -5.34417  C3 1.092
60 H 5.04455 6.05839 -4.05616  C2 1.093
61 H 5.22414 5.71397 -5.77530  C2 1.093
62 H 6.69987 4.24964 -4.44344  C1 1.088
63 H 5.31153 3.62055 -3.55286  C1 1.086
64 H 5.47362 3.28803 -5.27324  C1 1.087

Atomic partial charges in e from the natural (NBO) method, atoms 1 to 5: -0.61 -0.39 -0.41 -0.07 -0.52

---

b.
Below is the molecule C23H32N4O4S, with properties calculated with wB97M-V/def2-TZVPD.

## Properties
Lowest unoccupied orbital energy   0.33 eV

Bonds (Å) are listed after each position.
Geometry (Å):
1 O 1.81055 4.60312 0.82400  C2 1.201
2 C 0.78031 4.29368 1.35779  O1 1.201, N3 1.357, N8 1.396
3 N 0.61704 3.65840 2.54626  C2 1.357, H4 1.005, C5 1.438
4 H 1.40277 3.31858 3.07228  N3 1.005
5 C -0.74909 3.28738 2.80060  N3 1.438, C6 1.537, C10 1.543, H64 1.095
6 C -1.48941 4.04560 1.68778  C5 1.537, O7 1.197, N8 1.366
7 O -2.67159 4.17415 1.55526  C6 1.197
8 N -0.50697 4.54697 0.88152  C2 1.396, C6 1.366, H9 1.008
9 H -0.68243 5.04570 0.02301  N8 1.008
10 C -1.02719 1.77856 2.63748  C5 1.543, C11 1.530, H62 1.092, H63 1.087
11 C -0.51282 1.34444 1.26309  C10 1.530, O12 1.223, N13 1.353
12 O -1.28618 1.47763 0.32547  C11 1.223
13 N 0.77337 0.94875 1.12068  C11 1.353, C14 1.458, C25 1.497
14 C 1.55801 0.52505 2.27420  N13 1.458, C15 1.497, H23 1.090, H24 1.091
15 C 1.41185 -0.94082 2.54193  C14 1.497, C16 1.359, S19 1.734
16 C 2.38212 -1.88374 2.67024  C15 1.359, C17 1.413, H22 1.076
17 C 1.86720 -3.17845 2.90466  C16 1.413, C18 1.354, H21 1.075
18 C 0.51370 -3.20042 2.94906  C17 1.354, S19 1.717, H20 1.072
19 S -0.16551 -1.64065 2.71472  C15 1.734, C18 1.717
20 H -0.14008 -4.03578 3.10134  C18 1.072
21 H 2.48260 -4.05170 3.02201  C17 1.075
22 H 3.43357 -1.66842 2.59871  C16 1.076
23 H 2.60905 0.75937 2.10774  C14 1.090
24 H 1.24274 1.09105 3.15162  C14 1.091
25 C 1.29168 0.59212 -0.23732  N13 1.497, C26 1.539, C31 1.537, C41 1.556
26 C 1.02300 1.74567 -1.21943  C25 1.539, H27 1.087, C28 1.526, H40 1.094
27 H -0.03374 1.99507 -1.27069  C26 1.087
28 C 1.53145 1.42427 -2.62166  C26 1.526, C29 1.522, H38 1.092, H39 1.092
29 C 3.03543 1.19394 -2.59645  C28 1.522, C30 1.521, H36 1.091, H37 1.093
30 C 3.34970 0.06952 -1.62121  C29 1.521, C31 1.530, H34 1.091, H35 1.092
31 C 2.81278 0.37311 -0.22148  C25 1.537, C30 1.530, H32 1.089, H33 1.093
32 H 3.05436 -0.48219 0.40800  C31 1.089
33 H 3.30412 1.27302 0.15576  C31 1.093
34 H 2.90776 -0.86214 -1.97632  C30 1.091
35 H 4.42940 -0.07918 -1.55249  C30 1.092
36 H 3.39858 0.93805 -3.59344  C29 1.091
37 H 3.53834 2.11011 -2.27799  C29 1.093
38 H 1.02990 0.53032 -2.99813  C28 1.092
39 H 1.28688 2.25442 -3.28703  C28 1.092
40 H 1.55029 2.62573 -0.84067  C26 1.094
41 C 0.63278 -0.76516 -0.61592  C25 1.556, O42 1.218, N43 1.339
42 O 1.20691 -1.81878 -0.40888  C41 1.218
43 N -0.58241 -0.68042 -1.17145  C41 1.339, H44 1.012, C45 1.449
44 H -1.07768 0.20040 -1.10881  N43 1.012
45 C -1.39039 -1.84726 -1.46417  N43 1.449, C46 1.531, C50 1.528, H61 1.095
46 C -2.47998 -2.02586 -0.40427  C45 1.531, C47 1.525, H59 1.092, H60 1.093
47 C -3.35150 -3.23406 -0.73064  C46 1.525, C48 1.525, H57 1.092, H58 1.092
48 C -3.97729 -3.08429 -2.11370  C47 1.525, C49 1.525, H55 1.092, H56 1.092
49 C -2.89100 -2.91191 -3.17077  C48 1.525, C50 1.526, H53 1.092, H54 1.092
50 C -2.01983 -1.70133 -2.84938  C45 1.528, C49 1.526, H51 1.093, H52 1.092
51 H -2.63063 -0.79540 -2.86591  C50 1.093
52 H -1.23384 -1.59311 -3.59950  C50 1.092
53 H -3.34465 -2.78786 -4.15615  C49 1.092
54 H -2.26748 -3.80827 -3.19909  C49 1.092
55 H -4.63294 -2.21073 -2.12173  C48 1.092
56 H -4.58487 -3.96162 -2.34446  C48 1.092
57 H -2.73849 -4.13790 -0.70624  C47 1.092
58 H -4.13339 -3.33815 0.02424  C47 1.092
59 H -2.01461 -2.14941 0.57575  C46 1.092
60 H -3.09355 -1.12214 -0.37184  C46 1.093
61 H -0.71453 -2.70903 -1.44641  C45 1.095
62 H -2.11136 1.65308 2.60372  C10 1.092
63 H -0.64556 1.20525 3.47800  C10 1.087
64 H -1.08724 3.62367 3.78673  C5 1.095

Atomic partial charges in e from the natural (NBO) method, atoms 1 to 5: -0.61 0.79 -0.63 0.42 -0.13

---

Stability summary: most stable b, least stable a.

---

a.
Below is a cluster of 2 separate species, C3H10O2S in total, with properties calculated with wB97M-V/def2-TZVPD.

## Properties
Lowest unoccupied orbital energy   0.74 eV

Bonds (Å) are listed after each position.
Geometry (Å):
1 C -1.80523 -1.04938 -0.42555  O2 1.419, C3 1.577, H6 1.089, H7 1.097
2 O -1.53950 -1.92445 0.65882  C1 1.419, H8 0.956
3 C -0.64146 0.01292 -0.47616  C1 1.577, C4 1.540, H9 1.090, H10 1.086
4 C -0.43854 0.63288 0.91921  C3 1.540, S5 1.787, H11 1.095, H12 1.101
5 S 0.75421 1.96361 0.93606  C4 1.787, H13 1.343
6 H -2.83042 -0.68123 -0.43419  C1 1.089
7 H -1.64402 -1.62510 -1.34555  C1 1.097
8 H -2.17122 -1.82369 1.36965  O2 0.956
9 H -0.90633 0.79840 -1.18326  C3 1.090
10 H 0.21079 -0.60575 -0.74017  C3 1.086
11 H -1.40525 0.94189 1.33112  C4 1.095
12 H -0.08591 -0.12050 1.63994  C4 1.101
13 H 1.20723 1.90612 -0.32735  S5 1.343
14 H 2.11438 -1.81417 -2.66682  O16 0.954
15 H 3.15066 -1.68717 -1.59986  O16 0.953
16 O 2.49771 -1.17677 -2.06982  H14 0.954, H15 0.953

Atomic partial charges in e from the natural (NBO) method, atoms 1 to 5: -0.06 -0.73 -0.43 -0.54 -0.04

---

b.
Below is a cluster of 2 separate species, C3H10O2S in total, with properties calculated with wB97M-V/def2-TZVPD.

## Properties
Lowest unoccupied orbital energy   -1.74 eV

Bonds (Å) are listed after each position.
Geometry (Å):
1 C 1.20011 -0.92051 0.40531  C2 1.523, H6 1.096, H7 1.093, H8 1.090
2 C 0.46447 0.39139 0.16566  C1 1.523, C3 1.512, H9 1.094, H10 1.084
3 C -0.67896 0.60154 1.13168  C2 1.512, O4 1.502, H11 1.084, H12 1.095
4 O -1.87067 1.11485 0.37498  C3 1.502, S5 1.557
5 S -2.62362 0.04549 -0.47030  O4 1.557, H13 1.354, H14 1.361
6 H 0.50980 -1.74728 0.60824  C1 1.096
7 H 1.76789 -1.09923 -0.51168  C1 1.093
8 H 1.86304 -0.82179 1.26479  C1 1.090
9 H 0.04239 0.34493 -0.84276  C2 1.094
10 H 1.18665 1.19937 0.17602  C2 1.084
11 H -0.51885 1.28457 1.95834  C3 1.084
12 H -0.97002 -0.36132 1.56333  C3 1.095
13 H -2.25768 -1.11867 0.11589  S5 1.354
14 H -1.80929 -0.11181 -1.54878  S5 1.361
15 O 2.04808 0.15948 -2.18424  H16 0.967
16 H 1.64665 1.03900 -2.20646  O15 0.967

Atomic partial charges in e from the natural (NBO) method, atoms 1 to 5: -0.63 -0.46 -0.06 -0.66 0.88

---

c.
Below is a cluster of 2 separate species, C3H10O2S in total, with properties calculated with wB97M-V/def2-TZVPD.

## Properties
Lowest unoccupied orbital energy   0.65 eV

Bonds (Å) are listed after each position.
Geometry (Å):
1 C -0.15208 0.34948 1.44323  O2 1.353, C3 1.620, H6 1.090, H7 1.167
2 O -1.24393 -0.43064 1.61624  C1 1.353, H8 0.938
3 C 0.88080 -0.31314 0.38527  C1 1.620, C4 1.543, H9 1.021, H10 1.134
4 C 1.18695 0.79648 -0.64202  C3 1.543, S5 1.852, H11 1.121, H12 1.115
5 S 2.00506 0.63445 -2.29577  C4 1.852, H13 1.340
6 H -0.54559 1.28634 1.04954  C1 1.090
7 H 0.45864 0.38747 2.43669  C1 1.167
8 H -1.25090 -1.11164 2.26098  O2 0.938
9 H 1.67713 -0.65354 0.92599  C3 1.021
10 H 0.38853 -1.21274 -0.09792  C3 1.134
11 H 1.97093 1.42226 -0.14147  C4 1.121
12 H 0.16486 1.24193 -0.62364  C4 1.115
13 H 1.52605 -0.59299 -2.53863  S5 1.340
14 H -2.09090 -1.33225 -1.41291  O16 0.884
15 H -2.64010 0.01871 -0.84150  O16 0.904
16 O -2.33544 -0.49017 -1.52409  H14 0.884, H15 0.904

Atomic partial charges in e from the natural (NBO) method, atoms 1 to 5: -0.04 -0.74 -0.42 -0.52 -0.03

---

Stability summary: most stable a, least stable b.